Density functional theory data (ωB97M-V/def2-TZVPD) for a cluster of 10 separate species, C60H140 in total in a non-equilibrium geometry.

Positions of all 200 atoms, in Å:
C1 0.010372 6.950821 -0.798922
C2 0.546405 5.598428 -0.205182
C3 1.259890 5.903142 1.096435
C4 1.672592 4.651423 1.824234
C5 2.837322 3.879133 1.155172
C6 3.178382 2.666620 2.065175
H1 0.893274 7.499558 -1.140671
H2 -0.503000 7.577851 -0.095086
H3 -0.610009 6.782200 -1.664577
H4 -0.353078 4.992647 -0.018415
H5 1.229964 5.063692 -0.909570
H6 0.512868 6.320165 1.744178
H7 2.131970 6.519215 0.837305
H8 1.999796 4.859421 2.854445
H9 0.836374 3.930296 1.979431
H10 2.527165 3.476155 0.163792
H11 3.771139 4.479692 1.032375
H12 4.052798 2.120426 1.688495
H13 3.415238 3.063498 3.068601
H14 2.318147 1.993478 2.206815
C7 -4.225276 4.259338 5.735081
C8 -3.904288 3.182730 4.679845
C9 -2.997066 3.735999 3.511831
C10 -3.811520 4.420781 2.405528
C11 -2.783772 4.982730 1.383041
C12 -3.463327 5.683133 0.120033
H15 -4.900338 3.900731 6.524917
H16 -4.627033 5.169127 5.256215
H17 -3.229921 4.529542 6.124553
H18 -3.521232 2.294156 5.180717
H19 -4.871426 2.866638 4.282404
H20 -2.387117 2.911992 3.139634
H21 -2.284617 4.525538 3.777619
H22 -4.593225 3.784632 1.946545
H23 -4.406666 5.223087 2.833812
H24 -2.111269 5.688764 1.954389
H25 -2.167250 4.198133 0.954397
H26 -4.064875 4.964790 -0.463072
H27 -4.163021 6.474306 0.400020
H28 -2.663468 6.121349 -0.499387
C13 2.322761 1.059808 -7.696594
C14 1.801292 1.386356 -6.357500
C15 1.608457 0.135403 -5.473647
C16 2.812770 -0.740036 -5.275299
C17 2.692252 -1.693328 -4.112153
C18 3.785176 -2.783499 -4.115295
H29 2.320433 1.866714 -8.440051
H30 1.711682 0.259853 -8.147412
H31 3.293601 0.571440 -7.679325
H32 2.430698 2.106960 -5.790583
H33 0.810368 1.833023 -6.446529
H34 0.775690 -0.415101 -5.938593
H35 1.236061 0.407102 -4.479750
H36 3.013908 -1.359695 -6.171241
H37 3.707921 -0.165019 -5.095135
H38 2.589044 -1.129851 -3.164763
H39 1.739014 -2.221635 -4.274928
H40 4.774362 -2.338539 -4.109949
H41 3.764097 -3.418705 -3.245753
H42 3.772783 -3.445894 -4.998743
C19 2.698232 -0.720574 1.871727
C20 2.619974 -2.223450 1.898966
C21 4.005214 -2.826164 1.638676
C22 3.969377 -4.323913 1.583089
C23 5.267653 -5.063251 1.597371
C24 6.076307 -4.818957 0.326429
H43 3.320888 -0.238382 2.639302
H44 1.699647 -0.303319 1.858570
H45 3.193986 -0.346491 0.929670
H46 2.316257 -2.522545 2.894478
H47 1.880227 -2.582750 1.196636
H48 4.714774 -2.602401 2.425658
H49 4.396584 -2.381826 0.723743
H50 3.412142 -4.559896 2.514941
H51 3.234508 -4.691735 0.815271
H52 5.904983 -4.861544 2.454511
H53 5.030378 -6.135903 1.626732
H54 7.103568 -5.199808 0.363183
H55 5.622887 -5.161308 -0.607435
H56 6.189929 -3.722110 0.222644
C25 -0.948488 -1.578468 2.985020
C26 -1.217389 -0.599861 4.110680
C27 -0.249348 0.567391 4.026974
C28 -0.491562 1.577812 5.199665
C29 0.327994 2.867865 5.154213
C30 1.752726 2.573399 5.481761
H57 -1.240903 -1.123823 2.057492
H58 -1.558620 -2.469529 3.027221
H59 0.084533 -1.895566 2.818634
H60 -2.235499 -0.192645 3.933995
H61 -1.213774 -1.032693 5.132181
H62 -0.401400 0.950371 3.000825
H63 0.800070 0.245833 3.948833
H64 -1.568355 1.824586 5.173641
H65 -0.332989 1.056351 6.155624
H66 0.285343 3.365612 4.173829
H67 -0.030586 3.606002 5.857022
H68 1.903726 2.022445 6.439129
H69 2.346487 2.116576 4.725563
H70 2.227060 3.527440 5.703254
C31 3.464035 1.504141 -2.272302
C32 4.862642 1.050061 -2.696768
C33 5.889635 1.501366 -1.649355
C34 5.848403 0.636779 -0.359497
C35 6.997848 0.962299 0.576846
C36 7.108801 -0.004764 1.719687
H71 3.026266 1.012998 -1.367599
H72 2.730836 1.340979 -3.072102
H73 3.487783 2.566598 -2.113495
H74 4.899456 -0.018374 -2.893078
H75 5.082321 1.565061 -3.665598
H76 5.811310 2.566241 -1.366784
H77 6.876315 1.346239 -2.053631
H78 4.889347 0.739843 0.128164
H79 5.988569 -0.408302 -0.633426
H80 7.907872 0.948923 -0.050704
H81 6.878475 1.953351 0.945240
H82 7.870352 0.268342 2.472955
H83 6.122324 -0.061918 2.202149
H84 7.288326 -1.015256 1.411489
C37 3.313819 -7.637742 3.475598
C38 2.387553 -7.545211 2.227091
C39 1.260704 -6.497122 2.330561
C40 0.300289 -6.589943 1.175154
C41 -0.704192 -5.451560 1.132620
C42 -1.635932 -5.684121 -0.080772
H85 3.726597 -6.641534 3.714788
H86 4.205701 -8.266158 3.307619
H87 2.798509 -8.027915 4.359157
H88 2.996975 -7.208479 1.375150
H89 1.969961 -8.512238 1.967243
H90 1.756545 -5.545113 2.396155
H91 0.820304 -6.592294 3.295068
H92 0.868899 -6.629342 0.242060
H93 -0.238650 -7.547461 1.178134
H94 -1.250021 -5.370647 2.051559
H95 -0.174695 -4.525602 0.961233
H96 -2.268935 -6.593049 -0.037502
H97 -2.302328 -4.835865 -0.249857
H98 -1.005472 -5.758692 -0.963525
C43 -4.581307 0.844618 1.030516
C44 -4.541136 -0.499367 0.319097
C45 -5.905385 -0.876913 -0.178604
C46 -6.959084 -1.088718 0.900372
C47 -8.290421 -1.508699 0.329152
C48 -9.569192 -1.261463 1.258023
H99 -3.691413 1.024267 1.643670
H100 -5.419177 0.913761 1.708831
H101 -4.679463 1.681109 0.327559
H102 -3.822761 -0.484855 -0.479370
H103 -4.238193 -1.284273 0.999606
H104 -5.899639 -1.810164 -0.730311
H105 -6.313286 -0.139705 -0.899592
H106 -6.770842 -1.937786 1.561404
H107 -7.095828 -0.185081 1.526044
H108 -8.362294 -0.891382 -0.576818
H109 -8.251252 -2.564103 0.075375
H110 -10.437842 -1.682833 0.766788
H111 -9.489512 -1.772584 2.260604
H112 -9.790190 -0.214245 1.487704
C49 -4.396317 2.053596 -5.566057
C50 -3.195086 1.548394 -4.777840
C51 -2.982175 0.028299 -4.905931
C52 -3.924236 -0.813983 -4.088491
C53 -3.672759 -2.283811 -4.366308
C54 -4.512268 -3.141930 -3.397758
H113 -4.468454 3.138780 -5.546461
H114 -5.343104 1.610870 -5.252373
H115 -4.333257 1.798142 -6.605539
H116 -2.232228 1.970999 -5.079956
H117 -3.318750 1.795216 -3.726821
H118 -1.928947 -0.236669 -4.607235
H119 -3.131880 -0.268378 -5.965133
H120 -3.837751 -0.594146 -3.006448
H121 -4.969895 -0.708706 -4.392225
H122 -3.932700 -2.579326 -5.369314
H123 -2.589318 -2.465849 -4.362045
H124 -4.326465 -2.955154 -2.334034
H125 -5.599421 -2.843910 -3.541425
H126 -4.498096 -4.204211 -3.684398
C55 -0.390927 2.809140 -2.032120
C56 -1.014937 2.214538 -0.756973
C57 -1.226591 0.650804 -0.734746
C58 0.135545 -0.033282 -0.978523
C59 0.067823 -1.534644 -0.730618
C60 -0.849984 -2.213457 -1.834670
H127 -0.719992 2.372951 -2.963458
H128 0.693108 2.709889 -2.016240
H129 -0.537960 3.904608 -2.054648
H130 -0.356683 2.506984 0.067304
H131 -1.986379 2.655315 -0.505717
H132 -1.893477 0.405594 -1.561434
H133 -1.701176 0.419958 0.202565
H134 0.453350 0.134237 -1.991211
H135 0.872329 0.413344 -0.271062
H136 1.098918 -1.957932 -0.756850
H137 -0.335129 -1.760341 0.268168
H138 -0.956406 -3.304035 -1.808397
H139 -1.886539 -1.794316 -1.781783
H140 -0.429927 -1.987163 -2.832196

Atomic forces in eV per Å
1.71 -1.11 -0.56
-0.85 0.92 -0.54
-0.27 -1.19 -0.41
1.23 -1.08 0.15
-0.21 -1.02 0.34
0.13 0.71 0.07
-0.16 0.24 -0.05
-0.35 0.04 0.55
-0.32 -0.03 -0.30
0.50 -0.24 0.03
-0.70 0.48 0.34
-0.06 1.25 0.31
-0.30 0.25 0.65
-0.01 0.28 -0.17
0.20 0.52 -0.43
0.26 0.45 0.45
-0.84 -0.14 0.00
-0.29 -0.06 0.15
0.11 -0.25 -0.35
0.29 0.15 -0.28
1.03 0.07 -0.49
-0.43 0.96 -0.27
-1.19 -0.49 0.58
0.59 -0.41 -0.64
-1.41 1.19 -0.61
0.65 -0.35 1.00
0.30 0.20 -0.22
-0.05 -0.40 0.25
-0.54 0.17 0.49
0.36 0.10 -0.10
0.09 -0.14 -0.47
-0.05 -0.05 -0.36
0.00 -0.32 0.84
0.67 -0.14 -0.02
0.15 0.42 0.16
-0.60 -0.53 -0.82
0.14 -0.27 0.37
0.48 0.08 0.17
0.19 0.07 0.17
-0.47 -0.20 0.02
0.14 -1.10 -1.75
-0.26 0.35 1.99
-0.74 0.36 -0.26
0.63 -0.76 -0.57
-0.79 -1.15 -0.18
0.21 0.47 -0.17
0.16 0.03 0.42
-0.20 0.25 0.09
0.42 0.38 0.13
-0.18 -0.25 -0.50
0.00 0.27 -0.01
0.24 -0.28 0.16
-0.05 0.30 -0.05
-0.05 0.39 0.20
0.42 0.60 -0.18
0.31 -0.40 -0.25
-0.01 0.09 0.39
0.30 0.26 -0.03
-0.28 -0.26 0.43
-0.36 0.42 0.23
0.58 1.07 -1.40
1.43 0.21 0.65
-0.18 0.07 -0.74
-2.13 -0.43 0.94
0.37 -1.34 -1.29
0.64 1.23 -0.14
-0.40 -0.47 0.23
-0.19 0.37 0.27
-0.58 -0.53 0.56
-0.32 -0.29 0.29
-0.10 -0.19 -0.27
0.09 0.59 0.37
0.14 0.04 -0.18
0.44 -0.26 -0.23
0.95 0.25 0.14
-0.18 0.30 0.27
0.13 0.11 0.25
-0.26 -0.19 0.12
-0.21 -0.16 0.26
0.05 -0.37 -0.14
-0.07 -0.52 -0.15
-0.10 0.05 0.27
0.16 0.53 0.15
-0.84 -0.05 -1.17
-0.23 -0.80 -0.49
1.11 0.86 1.83
-0.16 0.49 -0.58
-0.17 -0.40 0.28
0.03 0.11 0.51
0.36 -0.20 0.34
0.07 -0.05 -0.59
-0.16 0.75 0.43
-0.17 -0.20 0.58
0.39 -0.10 0.04
0.13 0.11 -0.23
-0.19 -0.30 0.07
-0.38 0.08 0.36
-0.42 0.01 -0.67
0.17 -0.59 -0.68
0.40 0.22 -0.16
-0.76 -0.87 -0.14
-0.26 1.44 -0.06
-0.02 -1.02 0.65
0.41 0.34 -0.76
0.48 -0.44 -0.99
-0.47 0.19 1.05
0.63 0.28 -0.54
0.10 -0.05 0.06
-0.05 0.60 0.28
0.14 -0.19 0.16
-0.07 -0.42 0.61
-0.21 -0.31 -0.34
0.56 0.16 -0.28
-0.29 -0.04 0.26
-0.32 -0.25 -0.21
-0.12 0.09 0.38
0.00 1.01 0.38
-0.38 -0.05 -0.36
0.23 0.14 0.27
0.37 -0.61 -0.44
0.08 0.28 -0.47
0.63 0.65 0.24
1.25 -0.97 0.10
-0.17 -0.10 0.24
-0.28 -0.86 -1.57
-0.24 0.26 0.26
-0.33 -0.27 0.02
-0.48 0.05 -0.11
-0.03 0.12 -0.14
0.03 -0.37 0.05
-0.03 -0.27 0.03
-0.04 0.65 -0.33
-0.98 -0.28 0.79
0.07 0.25 -0.10
0.04 0.06 0.27
-0.34 0.02 0.59
0.18 0.48 0.10
0.48 0.38 0.25
-0.06 0.00 0.06
0.00 -0.12 -0.22
0.56 0.37 0.06
-0.40 0.25 0.52
-1.18 -0.21 -0.46
-0.44 0.03 1.18
-1.48 1.37 0.28
1.23 -0.72 0.27
0.05 0.02 -0.17
-0.23 -0.03 0.21
0.07 -0.16 -0.01
0.35 0.02 -0.48
0.32 -0.19 0.37
0.37 -0.30 -0.35
0.29 -0.05 0.31
1.02 0.29 0.37
0.08 -0.43 -0.26
-0.72 -0.44 -0.14
-0.11 -0.07 -0.30
-0.22 -0.05 -0.10
0.17 0.34 -1.02
0.32 -0.02 -0.30
0.12 0.19 0.05
0.33 -0.83 -0.10
0.32 0.28 -0.14
-0.29 -0.59 -0.25
0.33 -0.57 1.18
-1.26 0.20 -0.85
-0.15 0.09 0.25
0.08 0.12 0.40
0.34 -0.25 -0.73
-0.35 0.55 -0.23
0.01 0.08 0.28
-0.84 0.23 -0.34
0.37 0.19 0.36
-0.05 -0.10 -0.39
-0.06 0.72 0.21
-0.45 0.26 -0.59
-0.10 -0.28 0.60
0.37 -0.29 -0.23
1.09 -0.22 0.12
0.28 0.22 0.52
0.13 0.63 0.59
-0.34 -0.72 0.02
1.48 1.94 -1.24
-0.64 -0.22 1.82
-0.27 -1.18 -0.93
0.14 0.68 0.28
-0.43 -0.16 -0.25
0.18 -0.28 0.06
-0.23 -0.52 -0.16
0.00 -0.19 0.17
0.05 0.16 -0.36
-0.25 -0.08 0.06
-0.05 -0.50 0.45
0.29 0.27 -0.52
-0.28 -0.16 -0.55
-0.66 0.11 -0.15
0.11 0.13 -0.26
0.23 0.18 0.42
0.81 -0.28 -0.09
-0.24 0.08 0.33

As for the energy above the lowest of the compared OMol25 structures with the same formula, charge and spin: 154.0 kJ/mol. The calculation puts the HOMO-LUMO gap at 11.39 eV. The electronic energy comes out at -2370.01756 Eh. As for the spin multiplicity: 1. As for the SMILES: CCCCCC.CCCCCC.CCCCCC.CCCCCC.CCCCCC.CCCCCC.CCCCCC.CCCCCC.CCCCCC.CCCCCC.

Atomic partial charges in e from the Mulliken method, atoms 1 to 99: atom 1 (C): -1.88, atom 2 (C): 2.00, atom 3 (C): -1.50, atom 4 (C): 0.74, atom 5 (C): -0.14, atom 6 (C): -0.16, atom 7 (H): 0.47, atom 8 (H): 0.38, atom 9 (H): 0.42, atom 10 (H): -1.20, atom 11 (H): 0.16, atom 12 (H): 0.33, atom 13 (H): 0.38, atom 14 (H): 0.57, atom 15 (H): -0.78, atom 16 (H): -0.26, atom 17 (H): 0.49, atom 18 (H): -0.21, atom 19 (H): 0.51, atom 20 (H): -0.33, atom 21 (C): -1.40, atom 22 (C): -0.59, atom 23 (C): 0.25, atom 24 (C): -0.74, atom 25 (C): 0.66, atom 26 (C): -1.36, atom 27 (H): 0.40, atom 28 (H): 0.27, atom 29 (H): 0.28, atom 30 (H): 0.42, atom 31 (H): 0.34, atom 32 (H): -0.46, atom 33 (H): 0.54, atom 34 (H): 0.18, atom 35 (H): 0.53, atom 36 (H): 0.25, atom 37 (H): -0.55, atom 38 (H): 0.26, atom 39 (H): 0.45, atom 40 (H): 0.23, atom 41 (C): -1.35, atom 42 (C): -0.46, atom 43 (C): 0.88, atom 44 (C): -0.81, atom 45 (C): 0.71, atom 46 (C): -1.87, atom 47 (H): 0.38, atom 48 (H): 0.31, atom 49 (H): 0.30, atom 50 (H): 0.24, atom 51 (H): 0.31, atom 52 (H): 0.52, atom 53 (H): -1.17, atom 54 (H): 0.61, atom 55 (H): 0.22, atom 56 (H): -0.35, atom 57 (H): 0.40, atom 58 (H): 0.34, atom 59 (H): 0.45, atom 60 (H): 0.41, atom 61 (C): 0.30, atom 62 (C): -0.44, atom 63 (C): -0.27, atom 64 (C): -0.08, atom 65 (C): -0.52, atom 66 (C): -1.15, atom 67 (H): 0.85, atom 68 (H): -0.59, atom 69 (H): -0.43, atom 70 (H): 0.60, atom 71 (H): -0.50, atom 72 (H): 0.24, atom 73 (H): 0.31, atom 74 (H): 0.04, atom 75 (H): 0.19, atom 76 (H): 0.40, atom 77 (H): 0.07, atom 78 (H): 0.42, atom 79 (H): 0.32, atom 80 (H): 0.08, atom 81 (C): 0.34, atom 82 (C): -0.64, atom 83 (C): 0.95, atom 84 (C): -0.44, atom 85 (C): 0.71, atom 86 (C): -1.46, atom 87 (H): -0.64, atom 88 (H): 0.38, atom 89 (H): -0.31, atom 90 (H): 0.13, atom 91 (H): 0.45, atom 92 (H): -0.56, atom 93 (H): 0.31, atom 94 (H): -0.58, atom 95 (H): 0.63, atom 96 (H): -0.63, atom 97 (H): 0.52, atom 98 (H): 0.35, atom 99 (H): 0.09